(1)
25
Properties=species:S:1:pos:R:3 method="wB97M-V/def2-TZVPD" max_force_ev_per_a=2.8 homo_ev="-7.14 / -7.14" e_lumo_ev="0.65 / 0.65" homo_lumo_gap_ev="7.79 / 7.78" multiplicity=1 relative_energy_kcal_mol=76.12
O -0.51 1.44 -1.83
O 1.50 0.38 -2.10
N -1.03 2.08 0.71
C -1.37 -0.87 1.10
C 0.55 1.00 -1.33
C -0.51 -1.53 -1.09
C -0.16 -0.76 0.18
C 0.12 1.43 0.93
C 1.18 1.64 -0.11
C 1.08 -1.38 0.82
H 0.94 -2.45 1.01
H 0.40 1.25 1.96
H 1.37 2.70 -0.30
H -2.21 -0.30 0.69
H 1.95 -1.28 0.17
H 0.36 -1.72 -1.72
H -1.30 -1.03 -1.65
H 1.06 0.10 -2.91
H 1.32 -0.93 1.78
H -1.27 2.13 -0.30
H 2.10 1.13 0.16
H -0.89 -2.53 -0.85
H -1.79 1.93 1.36
H -1.18 -0.51 2.11
H -1.71 -1.91 1.20



(2)
91
Properties=species:S:1:pos:R:3 method="wB97M-V/def2-TZVPD" max_force_ev_per_a=4.6 homo_ev="-10.60 / -10.60" total_charge=+1 e_lumo_ev="-2.79 / -9.04" homo_lumo_gap_ev="7.81 / 1.56" multiplicity=2 s_squared=0.75 relative_energy_kcal_mol=39.80
O 1.31 -3.49 -4.06
O -1.09 1.35 -0.15
O 2.54 2.01 4.90
O 3.94 -1.40 -1.78
O -3.93 -4.19 1.46
O 1.07 5.15 -2.13
O -5.55 1.70 3.34
C -0.60 2.02 0.99
C -0.20 -3.77 -2.36
C 4.00 2.76 6.33
C 3.41 2.69 4.01
C 0.84 1.63 0.99
C -0.88 -4.38 -3.55
C 4.00 -0.22 -2.59
C 5.21 -0.38 -3.51
C -3.36 -3.21 -0.52
C -5.14 0.48 3.87
C -0.50 0.07 -0.20
C 3.03 1.68 6.15
C 0.77 3.95 -2.83
C 5.14 -2.19 -1.96
C 0.18 -4.09 -4.75
C -5.53 1.71 1.97
C 0.11 6.15 -2.29
C 0.90 0.29 0.36
C -4.95 -4.69 0.59
C -0.74 3.88 -2.47
C -2.74 -3.81 0.79
C -4.34 -0.07 2.72
C -4.94 0.41 1.44
C 6.16 -1.29 -2.71
C -1.19 5.30 -2.19
C 1.33 -3.81 -2.66
C -4.61 -4.06 -0.71
C 4.51 3.05 4.93
H -2.13 -4.70 0.68
H -5.91 -4.35 0.97
H -3.60 -2.16 -0.32
H 5.44 -2.52 -0.96
H -0.35 -0.55 -1.08
H 4.91 4.02 4.64
H 3.86 2.10 3.21
H -1.13 -0.57 0.43
H 4.93 -0.80 -4.48
H -4.25 -4.83 -1.40
H 3.07 3.66 3.64
H -0.77 3.07 0.76
H -0.91 -5.46 -3.40
H 4.84 -3.06 -2.53
H -0.94 3.16 -1.69
H 0.23 6.52 -3.31
H -4.23 -1.15 2.79
H 1.34 3.17 -2.33
H -5.73 -0.24 1.05
H -6.51 1.81 1.49
H 2.26 1.78 6.92
H -4.86 2.49 1.62
H 1.20 1.71 2.02
H 6.72 -0.66 -2.02
H 3.51 0.71 6.08
H -5.05 -5.77 0.51
H 4.15 0.63 -1.92
H 3.42 3.59 6.73
H 0.37 -4.96 -5.38
H -3.31 0.26 2.87
H -1.62 5.48 -1.20
H -0.46 -2.73 -2.16
H 5.35 2.36 4.80
H 1.19 -0.45 1.11
H 5.73 0.55 -3.70
H 3.08 -0.18 -3.17
H 1.04 4.01 -3.88
H -1.21 1.77 1.86
H -5.44 -3.43 -1.06
H 4.72 2.54 7.12
H -4.76 0.53 4.89
H -6.00 -0.18 4.00
H -0.21 -3.29 -5.38
H -4.18 0.50 0.67
H -2.06 -3.11 1.29
H 0.23 7.00 -1.63
H 6.96 -1.82 -3.22
H -1.81 -3.92 -3.86
H 1.40 2.38 0.43
H 1.71 -4.82 -2.50
H -0.31 -4.36 -1.44
H -1.40 3.62 -3.30
H 1.93 -3.20 -1.99
H -1.74 5.65 -3.06
H 1.67 0.22 -0.40
H -2.53 -3.24 -1.23



(3)
26
Properties=species:S:1:pos:R:3 method="wB97M-V/def2-TZVPD" max_force_ev_per_a=1.3 homo_ev="-8.46 / -8.18" e_lumo_ev="-1.25 / -1.09" homo_lumo_gap_ev="7.21 / 7.09" multiplicity=2 s_squared=0.78 relative_energy_kcal_mol=0.00
V -0.13 -0.16 0.32
Cl 0.38 1.76 -1.44
O 0.40 1.30 -2.78
O 1.35 0.98 -0.60
O -0.92 1.40 -0.78
O 0.64 3.15 -1.33
N -0.21 -1.33 -1.13
N 0.93 -4.24 -4.55
N -0.13 -2.41 -3.29
C -0.50 -1.86 1.71
C -0.17 0.86 2.41
C 0.46 -3.39 -3.93
C 0.79 -1.34 2.00
C -0.68 -3.31 1.37
C -1.46 0.35 2.09
C 0.94 0.00 2.36
C -0.12 -1.88 -2.18
C -1.62 -1.00 1.79
H 1.92 0.38 2.58
H -2.32 1.00 2.12
H -0.93 -3.86 2.27
H 1.66 -1.99 1.98
H -2.62 -1.39 1.59
H 0.24 -3.73 0.95
H -1.48 -3.45 0.64
H -0.05 1.89 2.69



(4)
36
Properties=species:S:1:pos:R:3 method="wB97M-V/def2-TZVPD" max_force_ev_per_a=2.5 homo_ev="-10.83 / -10.83" total_charge=+1 e_lumo_ev="-6.25 / -6.53" homo_lumo_gap_ev="4.58 / 4.30" multiplicity=3 s_squared=2.01 relative_energy_kcal_mol=20.45
Mo -0.70 -0.82 0.53
Cl 3.29 4.73 4.57
F -1.00 1.98 -1.70
F -2.25 -0.28 -0.14
F -1.21 2.33 0.53
F -2.42 3.61 -0.94
O -1.17 0.94 4.88
O -1.88 -0.28 2.25
O 0.13 -0.98 2.47
O 2.75 -2.23 -0.87
O 0.91 -1.48 0.20
N -0.52 -1.20 -1.78
C -1.06 -0.42 4.54
C 1.21 1.33 4.47
C 1.61 -1.94 -0.89
C 2.25 2.25 4.40
C -1.73 3.55 5.34
C -0.07 1.76 4.79
C 0.66 -2.04 -2.08
C 0.72 4.01 4.97
C 2.00 3.58 4.66
C -0.93 -0.57 3.04
C -0.33 3.11 5.04
B -1.58 2.65 -0.70
H -1.78 4.63 5.48
H -0.43 -0.29 -2.23
H 0.54 5.06 5.18
H 1.43 0.29 4.28
H -2.40 3.27 4.52
H -1.37 -1.61 -2.17
H -2.11 3.06 6.24
H 3.25 1.92 4.16
H 1.19 -1.74 -2.98
H -0.23 -0.92 5.04
H 0.37 -3.08 -2.17
H -2.01 -0.86 4.84